Below is C62H76BrCsIN7O4P2S as an isolated structure at a distorted geometry, with properties calculated with ωB97M-V/def2-TZVPD.

```
! wB97M-V def2-TZVPD RIJCOSX def2/J DEFGRID3
* xyz -2 1
Cs 0.49 -2.06 0.94
C 4.11 0.08 2.25
C 4.01 -1.33 2.36
C 3.13 -1.62 3.43
C 2.70 -0.40 3.98
C 3.31 0.65 3.27
C 3.17 2.11 3.58
C 1.76 -0.25 5.14
C 2.76 -2.98 3.92
C 4.74 -2.36 1.55
C 4.95 0.84 1.26
H 3.71 2.72 2.86
H 3.56 2.38 4.57
H 2.13 2.46 3.57
H 2.18 -0.63 6.09
H 0.81 -0.78 4.99
H 1.50 0.79 5.31
H 3.27 -3.28 4.85
H 2.99 -3.76 3.18
H 1.68 -3.06 4.12
H 5.35 -3.03 2.17
H 5.41 -1.90 0.83
H 4.07 -3.02 0.98
H 5.91 1.19 1.67
H 4.43 1.73 0.89
H 5.18 0.24 0.38
O -3.05 -4.17 0.03
C -1.86 -3.88 -0.15
O -0.88 -4.09 0.63
C -1.50 -3.07 -1.44
O -2.05 -3.36 -2.50
O -0.63 -2.14 -1.25
C -3.80 -1.12 -4.48
S -3.01 -0.88 -6.09
C -1.73 -2.18 -6.02
C -0.36 -1.69 -5.57
C -0.46 -1.14 -4.15
N 0.81 -0.70 -3.54
P 1.63 -1.66 -2.29
C 3.38 -1.34 -2.89
C 3.76 -0.84 -4.13
C 5.10 -0.62 -4.43
C 6.08 -0.89 -3.49
C 5.71 -1.39 -2.25
C 4.37 -1.60 -1.95
C 1.53 -3.40 -2.95
C 1.94 -3.70 -4.24
C 1.86 -5.00 -4.74
C 1.37 -6.02 -3.94
C 1.00 -5.74 -2.63
C 1.09 -4.44 -2.13
P 1.06 0.95 -3.16
C 1.32 1.75 -4.79
C 0.40 1.71 -5.84
C 0.69 2.30 -7.06
C 1.91 2.95 -7.25
C 2.82 3.00 -6.22
C 2.53 2.41 -5.00
C -0.62 1.60 -2.74
C -1.39 0.87 -1.83
C -2.64 1.33 -1.44
C -3.13 2.52 -1.94
C -2.36 3.27 -2.82
C -1.11 2.81 -3.22
H -4.44 -0.25 -4.31
H -3.07 -1.18 -3.68
H -4.41 -2.02 -4.47
H -1.68 -2.61 -7.02
H -2.09 -2.96 -5.34
H 0.03 -0.93 -6.26
H 0.32 -2.54 -5.60
H -0.92 -1.90 -3.52
H -1.14 -0.29 -4.17
H 2.99 -0.61 -4.87
H 5.37 -0.21 -5.40
H 7.12 -0.71 -3.72
H 6.46 -1.59 -1.49
H 4.09 -1.95 -0.96
H 2.34 -2.92 -4.88
H 2.17 -5.20 -5.76
H 1.29 -7.03 -4.32
H 0.63 -6.52 -1.98
H 0.80 -4.27 -1.10
H -0.57 1.23 -5.70
H -0.04 2.25 -7.87
H 2.13 3.40 -8.21
H 3.77 3.50 -6.36
H 3.26 2.43 -4.19
H -1.03 -0.09 -1.47
H -3.22 0.74 -0.75
H -4.11 2.87 -1.64
H -2.73 4.22 -3.20
H -0.53 3.41 -3.91
C 1.44 3.98 -0.92
N 0.87 3.23 0.18
C 1.45 1.92 0.49
C -0.24 3.61 0.88
N -0.83 2.74 1.62
C -1.69 3.07 2.64
C -1.45 4.13 3.53
C -2.29 4.38 4.61
C -3.38 3.56 4.84
C -3.61 2.48 3.99
C -2.79 2.22 2.90
N -2.92 1.07 2.12
C -4.04 0.54 1.79
N -4.09 -0.80 1.52
C -4.91 -1.36 0.45
C -2.86 -1.55 1.73
N -5.25 1.22 1.59
C -5.22 2.64 1.34
C -6.44 0.75 2.27
N -0.64 4.94 0.66
C 0.25 6.00 1.09
C -2.04 5.27 0.78
H 2.37 4.47 -0.63
H 0.73 4.73 -1.27
H 1.66 3.29 -1.74
H 2.21 1.69 -0.25
H 0.67 1.16 0.46
H 1.88 1.90 1.48
H -0.57 4.73 3.37
H -2.07 5.21 5.27
H -4.03 3.72 5.69
H -4.42 1.78 4.20
H -5.71 -0.67 0.19
H -5.33 -2.31 0.76
H -4.30 -1.57 -0.43
H -2.38 -1.21 2.65
H -2.18 -1.35 0.90
H -3.07 -2.62 1.76
H -4.28 2.91 0.85
H -5.31 3.24 2.25
H -6.05 2.90 0.66
H -6.35 -0.32 2.46
H -7.33 0.92 1.65
H -6.58 1.27 3.22
H 1.28 5.64 1.11
H 0.00 6.36 2.09
H 0.20 6.85 0.40
H -2.64 4.43 0.43
H -2.25 6.13 0.13
H -2.35 5.52 1.80
Br -3.29 -4.89 7.55
C -1.48 -4.38 7.74
C -0.83 -4.76 8.91
C 0.49 -4.41 9.11
C 1.17 -3.68 8.15
C 0.52 -3.30 6.98
C -0.81 -3.65 6.76
I -1.67 -3.04 4.98
H -1.38 -5.33 9.65
H 0.99 -4.72 10.02
H 2.20 -3.40 8.29
H 1.05 -2.73 6.24
*
```

Output
Gap between HOMO and LUMO ... 4.53 eV
E_tot ... -192254.5961 eV
F_max ... 4.2 eV/A

***

Below is C63H132B5BaF20N7O4 as an isolated structure at a distorted geometry, with properties calculated with ωB97M-V/def2-TZVPD.

```
! wB97M-V def2-TZVPD RIJCOSX def2/J DEFGRID3
* xyz 4 1
Ba -2.27 22.51 -20.60
C -0.34 26.92 -20.15
C 0.17 28.24 -20.81
C 0.99 28.10 -22.12
C 0.26 27.39 -23.24
N 0.99 27.22 -24.62
C 1.85 25.89 -24.54
C 1.36 24.92 -25.62
C 0.91 25.83 -26.72
C 0.09 26.84 -25.84
C 1.86 28.49 -25.02
H -0.88 26.33 -20.88
H -1.06 27.27 -19.41
H 0.55 26.39 -19.83
H 0.81 28.76 -20.09
H -0.68 28.92 -20.85
H 1.95 27.64 -21.89
H 1.26 29.14 -22.34
H -0.68 27.89 -23.46
H 0.00 26.38 -22.93
H 2.87 26.22 -24.71
H 1.92 25.50 -23.53
H 2.16 24.25 -25.92
H 0.50 24.35 -25.27
H 1.72 26.47 -27.07
H 0.45 25.37 -27.59
H -0.22 27.70 -26.44
H -0.72 26.21 -25.46
H 1.11 29.28 -24.99
H 2.41 28.24 -25.93
H 2.63 28.58 -24.25
C -4.03 22.99 -26.09
C -2.65 23.29 -26.72
C -1.50 22.43 -26.23
C -1.28 20.99 -26.77
N -0.15 20.07 -26.14
C 0.25 18.87 -27.05
C 1.77 18.67 -26.78
C 2.31 19.97 -26.34
C 1.15 20.87 -25.87
C -0.68 19.56 -24.76
H -4.78 23.71 -26.41
H -3.82 22.88 -25.02
H -4.41 22.02 -26.41
H -2.39 24.30 -26.41
H -2.79 23.35 -27.80
H -1.59 22.35 -25.15
H -0.64 23.06 -26.45
H -1.24 20.89 -27.85
H -2.23 20.47 -26.66
H -0.46 18.07 -26.86
H 0.15 19.21 -28.08
H 1.91 17.91 -26.01
H 2.32 18.29 -27.64
H 3.00 19.98 -25.49
H 2.84 20.43 -27.17
H 1.26 21.14 -24.82
H 0.98 21.75 -26.49
H 0.11 19.12 -24.14
H -1.58 18.96 -24.86
H -1.06 20.40 -24.19
C -8.06 30.22 -17.53
C -7.95 28.86 -18.19
C -7.25 28.70 -19.57
C -7.31 27.26 -20.10
N -6.97 27.06 -21.65
C -7.64 28.06 -22.54
C -7.48 27.52 -23.94
C -7.93 26.05 -23.70
C -7.69 25.79 -22.18
C -5.48 27.12 -21.77
H -7.01 30.46 -17.40
H -8.72 30.26 -16.66
H -8.50 30.87 -18.29
H -8.92 28.35 -18.16
H -7.42 28.29 -17.44
H -6.28 29.19 -19.47
H -7.74 29.40 -20.24
H -8.30 26.85 -19.90
H -6.63 26.70 -19.45
H -7.27 29.08 -22.41
H -8.67 28.10 -22.19
H -6.47 27.75 -24.28
H -8.17 27.91 -24.68
H -7.29 25.49 -24.38
H -8.96 25.93 -24.05
H -7.06 24.91 -22.01
H -8.60 25.70 -21.59
H -5.10 28.13 -21.59
H -5.11 26.80 -22.74
H -4.99 26.44 -21.07
C -2.65 25.34 -13.68
C -3.59 24.62 -14.72
C -3.96 23.13 -14.34
C -4.55 23.06 -12.97
C -5.58 24.17 -12.69
C -6.10 24.91 -14.01
N -4.97 25.32 -14.82
O -5.16 26.18 -15.81
C -6.86 26.14 -13.51
C -7.04 23.95 -14.74
C -2.88 24.62 -16.05
H -2.46 26.39 -13.91
H -1.68 24.86 -13.48
H -3.20 25.43 -12.75
H -3.19 22.36 -14.45
H -4.65 22.81 -15.12
H -3.80 23.14 -12.19
H -4.95 22.08 -12.73
H -5.09 24.94 -12.10
H -6.39 23.77 -12.07
H -7.69 25.81 -12.88
H -7.20 26.74 -14.36
H -6.26 26.71 -12.81
H -6.58 22.96 -14.74
H -7.08 24.23 -15.79
H -7.99 23.72 -14.26
H -1.83 24.34 -15.99
H -2.87 25.59 -16.54
H -3.28 23.91 -16.77
C -2.57 16.73 -18.64
C -2.67 17.22 -17.14
C -2.60 18.78 -17.14
C -3.89 19.50 -17.56
C -5.02 19.18 -16.62
C -5.32 17.61 -16.83
N -4.10 16.74 -16.62
O -4.24 15.36 -16.37
C -5.88 17.28 -18.26
C -6.37 17.22 -15.73
C -1.57 16.72 -16.24
H -3.15 17.24 -19.41
H -3.00 15.75 -18.84
H -1.59 16.78 -19.11
H -1.76 19.15 -17.72
H -2.27 19.10 -16.15
H -3.98 19.20 -18.60
H -3.76 20.58 -17.59
H -5.84 19.85 -16.87
H -4.76 19.48 -15.61
H -6.89 17.67 -18.30
H -6.05 16.24 -18.57
H -5.50 17.75 -19.17
H -6.10 17.21 -14.68
H -6.77 16.22 -15.94
H -7.28 17.80 -15.88
H -1.63 15.64 -16.07
H -1.61 17.33 -15.34
H -0.62 16.82 -16.77
C 1.09 18.50 -19.41
C 2.10 17.92 -20.34
C 3.49 18.43 -20.04
C 4.16 18.09 -18.68
C 4.24 16.65 -18.67
C 2.91 15.83 -18.99
N 2.07 16.41 -20.08
O 0.87 15.76 -20.46
C 2.10 15.71 -17.67
C 3.31 14.43 -19.39
C 1.83 18.18 -21.83
H 1.37 18.38 -18.37
H 0.05 18.21 -19.56
H 1.09 19.57 -19.60
H 3.49 19.52 -20.03
H 4.28 18.20 -20.76
H 3.77 18.61 -17.80
H 5.20 18.42 -18.68
H 4.86 16.40 -17.81
H 5.02 16.43 -19.39
H 1.86 16.66 -17.19
H 2.64 15.08 -16.97
H 1.27 15.01 -17.67
H 2.48 13.81 -19.72
H 3.62 13.79 -18.58
H 4.15 14.53 -20.07
H 2.51 17.52 -22.36
H 1.96 19.18 -22.25
H 0.84 17.76 -22.03
C -7.20 22.07 -24.32
C -6.77 20.69 -23.83
C -6.69 20.65 -22.29
C -7.11 19.33 -21.70
C -8.45 18.86 -22.30
C -8.27 18.43 -23.74
N -7.63 19.60 -24.50
O -7.99 19.82 -25.83
C -9.70 18.18 -24.29
C -7.38 17.22 -24.03
C -5.30 20.47 -24.12
H -6.74 22.37 -25.26
H -6.82 22.76 -23.56
H -8.26 22.26 -24.22
H -7.27 21.47 -21.88
H -5.75 20.95 -21.83
H -7.21 19.36 -20.62
H -6.29 18.62 -21.84
H -9.24 19.58 -22.09
H -8.76 17.97 -21.74
H -10.24 17.65 -23.51
H -9.94 17.85 -25.30
H -10.28 19.10 -24.22
H -7.54 16.32 -23.44
H -6.32 17.41 -24.21
H -7.71 16.67 -24.91
H -5.12 20.60 -25.18
H -4.89 19.56 -23.67
H -4.67 21.15 -23.54
B -0.63 22.33 -17.94
F -0.48 23.49 -18.66
F -1.92 22.35 -17.68
F -0.22 21.19 -18.61
F -0.04 22.35 -16.63
B 0.46 22.73 -21.98
F 1.28 22.85 -23.15
F 1.05 21.94 -20.98
F -0.03 23.85 -21.36
F -0.53 21.86 -22.38
B -2.69 19.22 -21.45
F -2.62 20.12 -22.43
F -3.99 18.81 -21.11
F -1.97 18.13 -21.67
F -2.24 19.97 -20.40
B -5.32 22.76 -19.01
F -6.24 23.39 -19.71
F -4.91 21.65 -19.70
F -4.17 23.50 -19.00
F -5.76 22.34 -17.83
B -3.19 24.33 -22.85
F -2.96 24.96 -21.71
F -4.04 23.39 -22.57
F -3.68 25.29 -23.70
F -1.94 23.91 -23.36
*
```

Output
Gap between HOMO and LUMO ... 6.79 eV
E_tot ... -144502.9497 eV
F_max ... 9.7 eV/A

***

Question: Which value of gap between HOMO and LUMO does entry 2 give?
Answer: 6.79 eV